Entry 1:
A molecular structure, C24H68BrF6MgO12PZr in a non-equilibrium geometry. Source: the Open Molecules 2025 dataset; level of theory: ωB97M-V/def2-TZVPD.

Geometry as XYZ:
```
114
Properties=species:S:1:pos:R:3:forces:R:3
Mg 20.859260 10.017160 -22.865390 -3.20 0.48 -0.01
Zr 13.977710 12.468340 -21.885450 -3.81 4.07 -3.94
O 12.843720 10.804030 -22.185700 -0.05 -1.88 1.02
H 12.635970 9.875880 -21.962330 0.33 1.11 -0.21
O 13.553490 12.875940 -23.924620 1.49 -0.93 1.93
H 13.946790 12.581040 -24.768940 -0.39 0.52 0.66
O 12.291190 13.607630 -21.375980 0.60 -0.47 0.46
H 11.471840 13.876380 -20.916670 1.08 -0.51 -0.58
O 15.249890 14.059710 -21.615750 0.60 0.15 0.23
H 15.574840 14.948180 -21.859800 -0.63 -1.14 0.05
P 16.048830 13.972710 -26.884010 -2.19 -0.62 -1.53
F 16.375400 12.911930 -28.147140 -0.44 0.56 0.47
F 14.583940 13.338940 -26.662660 -0.15 -0.54 -0.58
F 16.612180 12.860600 -25.900700 1.44 -1.61 1.15
F 15.777160 14.870700 -25.595400 0.50 1.30 -0.09
F 17.524570 14.552480 -27.100100 0.38 0.75 0.09
F 15.356700 15.022300 -27.930770 1.13 -0.16 0.63
Br 16.104570 10.819740 -22.143790 1.26 -0.78 0.06
C 20.222150 13.573020 -24.671850 0.84 -0.74 0.12
C 20.051000 13.075590 -23.236310 -1.80 1.27 -0.22
C 18.836090 13.893180 -22.646020 2.07 -0.71 0.20
O 19.709370 11.640740 -23.125690 1.20 0.66 -0.29
H 20.532430 14.617710 -24.693200 -0.74 0.23 0.29
H 19.289460 13.381800 -25.202540 0.02 0.43 -0.27
H 21.065570 13.151280 -25.218530 -0.01 -0.74 -0.02
H 20.934950 13.201610 -22.611120 0.09 0.03 -0.04
H 17.941250 13.927720 -23.267440 0.06 -0.29 -0.10
H 19.273810 14.888940 -22.575550 -0.48 0.23 0.29
H 18.637330 13.474180 -21.659590 -0.42 0.33 0.07
H 18.779890 11.608850 -23.363710 -0.86 -0.54 0.10
C 18.667440 7.495850 -20.605680 -0.01 -1.48 0.06
C 18.909940 7.627530 -22.135730 -1.35 -0.45 3.60
C 17.851950 6.858710 -22.871340 -1.67 1.09 -1.17
O 18.884810 9.072790 -22.199360 2.65 -0.73 -2.25
H 19.405440 7.977760 -19.964420 0.38 -0.12 -0.32
H 18.585200 6.436990 -20.360380 0.22 -0.08 0.35
H 17.725600 7.937000 -20.279440 -0.26 0.15 -0.53
H 19.811710 7.074260 -22.398040 1.00 1.21 -0.08
H 16.982570 7.497720 -23.026140 -0.12 0.46 -0.03
H 17.350290 6.043570 -22.349810 0.89 -0.36 0.14
H 18.151220 6.608070 -23.889040 0.07 -0.45 0.16
H 17.977050 9.337490 -22.033550 -1.04 0.88 -0.02
C 13.137040 9.064860 -25.544980 1.02 -0.35 0.76
C 13.812280 10.183230 -26.363090 -1.01 -1.10 0.05
C 14.626540 9.703030 -27.582800 0.63 0.08 0.80
O 12.750130 10.956410 -26.799950 -0.54 1.70 -0.72
H 12.801340 8.263190 -26.202790 0.14 -0.30 0.09
H 12.305940 9.348990 -24.899490 -0.23 0.84 -0.68
H 13.816280 8.740400 -24.756640 0.54 -0.83 -0.25
H 14.444350 10.783580 -25.708750 -0.09 0.16 -0.07
H 15.164410 8.787750 -27.335690 0.03 -0.29 -0.08
H 15.375670 10.456360 -27.826530 -0.07 0.17 -0.13
H 14.032670 9.535950 -28.481410 -0.26 -0.09 0.18
H 12.241110 10.430980 -27.421580 -0.11 0.01 -0.03
C 9.689840 9.414740 -23.562060 -0.99 1.61 -0.05
C 9.697460 10.998940 -23.523490 1.22 -0.38 -0.47
C 9.406980 11.488770 -22.147280 0.55 -0.59 1.47
O 10.945750 11.495870 -23.991960 -1.74 -0.27 -0.69
H 10.611710 8.976260 -23.179970 0.15 0.16 -0.28
H 9.449710 9.157240 -24.593630 0.41 -0.50 0.07
H 8.882570 9.067160 -22.917380 -0.17 -0.20 -0.04
H 8.904990 11.390390 -24.161330 0.13 -0.16 -0.50
H 10.115610 10.980610 -21.493280 -0.06 -0.51 0.38
H 8.395620 11.172690 -21.891680 -0.11 0.36 0.39
H 9.669150 12.510190 -21.871460 -0.58 0.34 -0.85
H 11.605520 11.139060 -23.392810 0.83 0.28 0.36
C 13.523100 7.900040 -20.198830 -0.89 0.54 -0.86
C 12.879430 8.802010 -19.110150 -1.92 -2.60 -0.70
C 12.508410 7.945210 -17.884680 0.54 -0.09 0.24
O 13.749290 9.791120 -18.772610 1.67 1.15 1.37
H 14.496390 7.488900 -19.930920 -0.03 0.12 0.30
H 13.632570 8.476940 -21.117150 0.59 0.39 0.17
H 12.895910 7.099780 -20.591650 -0.28 -0.31 0.69
H 11.974320 9.305940 -19.449170 -0.05 -0.20 -0.51
H 11.832230 7.123190 -18.119540 0.07 0.10 -0.14
H 12.135510 8.449020 -16.992930 -0.43 0.59 -0.39
H 13.435420 7.519030 -17.501110 0.30 -0.49 -0.15
H 14.198360 9.437350 -18.001390 0.57 0.47 0.18
C 19.329790 10.992450 -19.374700 -0.99 1.01 -1.39
C 20.625870 11.457350 -20.023060 0.23 0.79 1.51
C 21.712540 11.724280 -18.936350 -0.29 0.21 -0.66
O 21.222200 10.465620 -20.908640 0.49 -1.08 -0.77
H 18.823380 11.880510 -18.996560 0.72 0.17 1.49
H 19.386020 10.112890 -18.733360 0.18 0.44 0.26
H 18.474380 10.889280 -20.042340 0.39 -1.02 -1.05
H 20.537850 12.323660 -20.678710 -0.46 -0.01 0.32
H 21.611070 12.656990 -18.381500 -0.48 0.05 -0.23
H 22.676490 11.798470 -19.439730 0.16 -0.19 0.16
H 21.699360 10.942070 -18.177350 0.15 -0.24 -0.14
H 21.610080 9.830110 -20.302600 0.25 -0.41 -0.03
C 13.445730 13.143540 -17.539800 0.19 0.65 -0.08
C 14.360960 13.252470 -18.763000 2.36 -0.33 0.63
C 15.873780 12.996530 -18.510080 0.57 0.49 1.06
O 14.087100 12.226630 -19.683820 -0.86 0.12 -0.82
H 13.785850 12.443090 -16.777070 0.03 -0.47 -0.31
H 12.433300 12.916920 -17.874080 0.05 -0.14 0.05
H 13.391800 14.084480 -16.992240 0.05 0.24 -0.21
H 14.350910 14.219880 -19.265120 -0.78 -0.23 -0.17
H 16.229360 13.488450 -17.604720 0.00 0.06 0.26
H 16.555610 13.315880 -19.298270 -0.63 0.46 -0.47
H 16.132460 11.940130 -18.438000 -0.49 -0.33 0.39
H 14.048300 11.372180 -19.247920 -0.17 -0.68 0.20
C 19.741050 9.778890 -27.084490 0.89 0.57 -0.14
C 19.245970 9.992590 -25.696870 -3.50 0.25 -1.32
C 17.760480 9.459120 -25.449470 0.71 1.18 0.61
O 20.139040 9.411180 -24.780820 2.24 -1.10 1.84
H 19.783300 8.738600 -27.407160 -0.42 -0.09 -0.04
H 20.767360 10.145930 -27.075730 0.27 0.12 -0.42
H 19.174840 10.420100 -27.760030 -0.08 -0.34 -0.15
H 19.261200 11.062870 -25.491000 -0.08 -0.15 -0.09
H 17.343110 10.268960 -24.851090 -0.51 -0.42 0.46
H 17.697970 8.512160 -24.913320 0.39 0.19 0.11
H 17.033590 9.375530 -26.257390 0.77 0.21 -0.67
H 20.504280 8.652350 -25.241660 0.14 -0.36 0.02
```
Positions in Å, forces in eV/Å.

Properties
- max |F| (Eh/bohr) = 0.133
- DFT total energy (Ha) = -5620.09047
- LUMO (eV) = -3.65

Entry 2:
A molecular structure, C11H15BF9N3O6TeW. Source: the Open Molecules 2025 dataset; level of theory: ωB97M-V/def2-TZVPD.

Geometry as XYZ:
```
47
Properties=species:S:1:pos:R:3:forces:R:3
W 0.659984 -0.008001 -0.215219 0.33 -0.40 -0.01
O 0.341837 -1.616309 1.358765 -0.02 -0.05 0.00
C 0.784647 -1.351700 2.716022 -0.03 0.03 0.01
C 2.153192 -0.743413 2.598338 0.03 -0.02 0.01
N 2.141468 0.365508 1.591724 -0.03 0.04 -0.01
C 1.696310 1.640450 2.195148 0.00 0.08 -0.06
C 0.178702 1.665402 2.182181 0.07 -0.26 0.22
O -0.559246 2.152602 2.950304 -0.02 0.12 -0.08
O -0.296820 0.902194 1.093607 -0.10 0.06 -0.04
C 3.467317 0.399150 0.941630 0.01 0.02 -0.03
C 3.503568 -0.748823 -0.056196 0.14 0.18 -0.04
O 4.427878 -1.311008 -0.499157 -0.08 -0.07 0.06
O 2.178924 -1.046959 -0.477924 -0.13 -0.02 -0.08
H 0.567529 -2.519568 1.090297 -0.01 0.00 -0.01
H 0.799004 -2.283924 3.276598 0.01 0.00 0.01
H 0.039187 -0.696028 3.160149 0.00 0.00 0.00
H 2.852417 -1.506413 2.254112 0.00 0.01 0.00
H 2.518814 -0.371807 3.556738 0.00 0.01 0.00
H 2.036346 2.479880 1.591487 0.04 0.02 -0.01
H 2.057285 1.766033 3.214850 -0.03 0.00 0.00
H 4.285466 0.286026 1.652198 0.00 0.00 0.01
H 3.599366 1.331659 0.393269 0.00 0.00 0.01
F 0.798986 2.542397 -3.020868 -0.05 -0.06 0.04
Te -0.536599 1.296304 -3.075459 0.08 0.34 -0.05
F 0.074181 0.672038 -4.669866 -0.05 -0.07 -0.02
F -1.091613 1.787820 -1.342752 -0.06 0.03 -0.24
F -1.935764 0.104044 -3.106315 0.03 -0.10 -0.02
F -1.646013 2.528278 -3.823217 0.06 -0.04 0.06
O 0.555285 0.050124 -2.130027 -0.15 0.13 0.14
N -4.440089 -3.385052 -1.483230 0.00 0.01 0.01
C -3.371156 -2.656022 -1.195748 0.00 0.00 -0.01
C -2.111094 -2.924024 -1.789052 -0.01 0.00 0.02
C -1.050685 -2.129075 -1.502650 0.03 0.00 -0.02
N -1.117192 -1.087632 -0.620726 -0.07 0.02 0.05
C -2.316554 -0.838585 -0.024073 0.00 -0.06 0.00
C -3.430717 -1.569265 -0.288081 0.01 0.01 0.01
H -4.394806 -4.147735 -2.139753 0.00 0.00 0.00
H -5.339056 -3.182966 -1.076084 0.00 0.00 0.00
H -1.989462 -3.735813 -2.492992 0.00 0.01 0.00
H -0.099250 -2.296701 -1.992182 -0.01 0.00 0.01
H -2.350863 -0.007614 0.664095 0.00 0.02 0.00
H -4.360484 -1.305181 0.196626 0.00 0.01 0.00
F -0.498446 4.722166 -1.536898 -0.07 -0.05 0.00
B -0.203458 4.983985 -0.284727 0.16 0.08 0.03
F 1.482617 1.626409 -0.535160 0.03 0.02 0.04
F 0.320592 4.004520 0.459523 -0.06 -0.02 0.00
F -0.381517 6.162616 0.240702 -0.04 -0.02 0.01
```
Positions in Å, forces in eV/Å.

Properties
- energy above the lowest of the compared OMol25 structures with the same formula, charge and spin (eV) = 0.201
- max |F| (Eh/bohr) = 0.010
- DFT total energy (Ha) = -2302.37921
- net charge = +2
- LUMO (eV) = -8.84

Entry 3:
A single C7H8OS molecule in a non-equilibrium geometry. Source: the Open Molecules 2025 dataset; level of theory: ωB97M-V/def2-TZVPD.

Geometry as XYZ:
```
17
Properties=species:S:1:pos:R:3:forces:R:3
C -1.068399 -1.354873 -0.351504 1.27 -1.63 -1.40
C 0.147364 -0.730360 -0.451803 -0.11 0.43 0.16
C -0.216091 0.620170 -0.286354 -0.19 0.46 0.33
C -1.548974 0.744410 -0.074834 2.47 1.36 -0.49
C 1.572240 -1.136551 -0.574304 0.59 -1.13 1.84
C 2.454262 -0.523300 0.597566 -2.66 -3.87 0.78
C -2.260053 1.998226 0.209875 -1.96 0.19 2.01
O -2.071839 -0.476596 -0.198151 -1.67 -0.48 0.53
S 2.840910 1.087155 0.596071 0.58 2.87 -0.08
H -1.313677 -2.374884 -0.694357 -0.15 0.74 0.69
H 1.770834 -2.239950 -0.408695 -0.59 1.11 -0.81
H 2.063632 -0.747031 -1.431517 0.01 -0.15 -1.31
H 1.723636 -0.692002 1.494542 1.51 0.28 -0.87
H 3.284714 -1.229883 0.659790 0.24 0.32 0.54
H -3.312901 1.901273 -0.141726 0.53 0.26 0.55
H -2.227467 2.304543 1.345969 -0.32 -0.86 -2.01
H -1.838183 2.849656 -0.290563 0.43 0.09 -0.46
```
Positions in Å, forces in eV/Å.

Properties
- energy above the lowest of the compared OMol25 structures with the same formula, charge and spin (eV) = 0.949
- max |F| (Eh/bohr) = 0.093
- DFT total energy (Ha) = -744.76292
- spin multiplicity = 3
- ⟨S²⟩ = 2.012
- LUMO (spin up / spin down) (eV) = 0.93 / -1.88

Entry 4:
A single C7H9Cl3Si molecule in a non-equilibrium geometry. Source: the Open Molecules 2025 dataset; level of theory: ωB97M-V/def2-TZVPD.

Geometry as XYZ:
```
20
Properties=species:S:1:pos:R:3:forces:R:3
C -0.385690 1.633495 -0.133529 1.76 1.75 1.29
C -1.416065 0.627850 0.227726 -3.15 3.24 1.21
C 0.764351 0.737220 -0.599379 -0.81 2.66 -1.22
C -0.933906 -0.631670 0.135902 3.31 -3.46 -0.36
C 0.423476 -0.618721 -0.330959 -3.94 -0.83 0.72
C 2.079394 1.338025 -1.041523 -2.69 -2.36 1.08
C -1.628515 -1.870721 0.642029 2.29 1.03 0.76
Si -0.941873 3.644653 -0.766917 0.71 -3.23 0.97
Cl 0.192627 4.373075 -2.239118 1.10 0.53 -0.45
Cl -2.753388 3.790405 -1.561369 -1.57 0.00 -0.26
Cl -0.878039 4.639945 1.004730 0.12 0.36 0.01
H 0.170694 2.095456 0.798194 -1.33 -0.23 -0.72
H -2.482119 0.799020 0.695304 2.31 0.08 -1.10
H 0.877256 -1.518260 -0.672928 0.71 -0.42 -0.03
H 2.052093 1.416041 -2.099289 0.79 -0.20 -1.10
H 2.715908 0.632068 -0.547323 1.60 0.10 -0.47
H 2.070386 2.292486 -0.634358 0.68 1.90 0.82
H -0.945916 -2.687512 0.512199 0.49 -0.54 0.55
H -2.448867 -2.191852 0.147727 -2.87 -0.46 -2.21
H -2.000303 -1.772574 1.654603 0.48 0.08 0.50
```
Positions in Å, forces in eV/Å.

Properties
- max |F| (Eh/bohr) = 0.093
- DFT total energy (Ha) = -1942.17614
- spin multiplicity = 3
- ⟨S²⟩ = 2.014
- LUMO (spin up / spin down) (eV) = 0.59 / -1.58